Record 1
A molecular structure, C8H10ClNO2W. Source: the Open Molecules 2025 dataset; level of theory: the ωB97M-V functional and the def2-TZVPD basis.

```
23
Properties=species:S:1:pos:R:3:forces:R:3
Cl -1.654 2.537 -1.814 -0.608 -0.390 2.271
C -0.871 -1.857 -0.994 -0.711 -1.341 -0.999
C 0.526 -2.022 -0.811 0.385 -1.479 -1.078
C 1.183 -1.029 -1.579 0.585 -0.900 -0.949
H 1.013 -2.852 -0.298 -0.092 0.402 0.106
C 0.205 -0.250 -2.254 0.195 -0.014 -1.036
C -1.070 -0.751 -1.867 -0.468 -0.691 -0.733
H -2.002 -0.363 -2.241 -0.251 0.041 0.111
H -1.639 -2.543 -0.628 0.165 0.404 0.007
H 2.244 -0.947 -1.741 0.207 0.131 0.198
C 0.464 0.891 -3.179 -0.106 0.080 -0.031
W -0.046 -0.049 -0.052 -2.730 3.585 1.886
C 1.634 0.985 0.387 5.570 3.136 6.738
O 2.431 1.410 1.174 -4.220 -2.267 -5.408
C -1.632 1.576 -0.053 -2.132 2.644 1.627
O -2.320 2.074 0.819 2.914 -2.575 -3.174
H 1.427 1.378 -2.994 -0.057 -0.222 -0.180
H -0.339 1.646 -3.089 0.892 -0.854 -0.574
H 0.446 0.428 -4.174 0.191 0.225 -0.051
N -0.495 -1.178 1.710 0.234 0.093 -0.679
H -1.435 -1.615 1.671 0.630 0.273 0.395
H -0.456 -0.407 2.375 -0.219 -0.425 0.985
H 0.227 -1.881 1.895 -0.375 0.143 0.569
```
Forces are in eV/Å.

Values from the calculation:
E_LUMO (alpha / beta) in eV: -11.2 / -11.4
Energy in a.u.: -1042.57760
Max |F| in Eh/bohr: 0.18062
Spin multiplicity: 3
E_HOMO (alpha / beta) in hartree: -0.6340 / -0.6390
Charge: +2

Record 2
10 unconnected molecules or ions with the total composition C11H42O10. Source: the Open Molecules 2025 dataset; level of theory: the ωB97M-V functional and the def2-TZVPD basis.

```
63
Properties=species:S:1:pos:R:3:forces:R:3
C -6.362 -4.301 1.767 -1.459 2.710 -0.207
O -5.795 -5.512 2.009 0.741 -1.574 0.232
H -6.952 -3.946 2.612 -0.003 0.081 0.335
H -5.664 -3.490 1.561 0.582 -0.384 0.093
H -7.064 -4.245 0.935 -0.082 -0.529 -0.420
H -6.416 -5.982 2.571 0.232 -0.309 -0.048
C 3.579 -4.673 -6.457 0.403 -1.515 0.260
O 3.393 -4.243 -5.127 -0.033 0.880 0.189
H 3.831 -5.727 -6.349 -0.336 -0.465 -0.688
H 2.653 -4.570 -7.023 0.199 0.198 0.087
H 4.452 -4.280 -6.978 -0.176 0.781 -0.016
H 4.140 -4.585 -4.630 -0.060 0.122 0.173
C 7.923 -1.860 5.287 0.487 0.419 -1.176
O 7.736 -3.177 4.781 0.003 -0.016 0.615
H 8.933 -1.741 5.677 -0.164 -0.491 0.549
H 7.961 -1.190 4.429 -0.418 0.380 -0.100
H 7.159 -1.504 5.979 0.096 -0.266 0.163
H 6.793 -3.352 4.740 -0.020 -0.036 -0.061
O 2.817 -4.121 3.106 0.248 -0.045 0.095
H 2.434 -3.250 2.997 -0.104 0.258 -0.004
H 2.192 -4.711 2.684 -0.144 -0.188 -0.091
O -2.087 -0.772 4.315 0.101 -0.137 0.199
H -2.796 -0.129 4.346 -0.176 0.203 0.034
H -1.945 -0.927 3.381 0.085 -0.036 -0.247
O -1.685 -6.390 -1.418 0.133 0.206 0.026
H -1.489 -7.043 -2.090 0.092 -0.144 -0.182
H -2.501 -6.694 -1.019 -0.234 -0.035 0.165
C 3.553 7.029 -1.298 -0.337 0.582 -0.649
C 2.093 7.194 -1.704 0.643 -2.215 3.608
O 1.823 7.957 -2.758 -0.454 1.927 -2.938
H 3.995 8.024 -1.242 0.272 -0.074 0.147
H 4.104 6.429 -2.022 0.068 0.012 0.050
H 3.569 6.548 -0.320 0.154 0.010 -0.061
H 1.583 7.649 -0.856 -0.033 -0.242 0.641
H 1.698 6.183 -1.804 -0.313 -0.348 -0.112
H 0.907 8.207 -2.612 -0.002 0.345 -0.684
C 3.000 0.875 0.825 -1.346 -0.055 -0.646
C 2.208 0.099 -0.277 1.560 -1.089 1.001
O 0.954 -0.473 0.159 0.552 1.045 -0.002
H 2.379 1.683 1.212 0.132 0.063 0.198
H 3.895 1.308 0.377 -0.057 -0.001 -0.108
H 3.321 0.225 1.639 -0.225 -0.035 -0.036
H 2.885 -0.737 -0.452 0.005 -0.282 -0.448
H 2.192 0.647 -1.219 -0.661 0.297 0.120
H 0.787 -1.252 -0.376 0.036 0.028 -0.071
C -2.617 4.885 3.251 -0.992 0.471 -0.975
C -4.127 4.847 2.935 0.467 1.144 0.184
O -4.556 3.543 3.156 -0.477 -1.037 0.004
H -2.442 4.344 4.181 0.216 0.106 -0.171
H -2.236 5.906 3.274 -0.151 0.074 0.423
H -2.110 4.456 2.388 0.177 -0.518 0.320
H -4.383 5.184 1.930 0.542 -0.177 -0.549
H -4.738 5.536 3.519 0.309 0.204 0.733
H -5.501 3.534 2.988 -0.088 -0.292 0.034
C -4.379 0.134 -3.985 -0.681 -0.472 -0.064
C -3.926 -1.275 -4.394 -0.119 2.226 -0.948
O -4.547 -2.267 -3.628 0.874 -0.407 0.383
H -4.166 0.518 -2.987 0.287 -0.410 0.060
H -5.456 -0.009 -4.071 -0.266 0.692 0.198
H -4.070 0.877 -4.719 0.049 -0.063 -0.050
H -2.839 -1.325 -4.456 0.093 -0.452 0.256
H -4.315 -1.308 -5.412 0.232 -0.506 -0.316
H -3.779 -2.759 -3.329 -0.462 -0.621 0.492
```
Forces are in eV/Å.

Values from the calculation:
E_LUMO in eV: 0.2
Structure (SMILES): CCO.CCO.CCO.CCO.CO.CO.CO.O.O.O
Energy in a.u.: -1196.50544
Max |F| in Eh/bohr: 0.08328
Energy above the lowest of the compared OMol25 structures with the same formula, charge and spin in kJ/mol: 249.1
E_HOMO in hartree: -0.3714

Record 3
C4H5N in the gas phase. Source: the Open Molecules 2025 dataset; level of theory: the ωB97M-V functional and the def2-TZVPD basis.

```
10
Properties=species:S:1:pos:R:3:forces:R:3
C 1.812 0.387 -1.739 -0.863 0.323 0.300
C 0.848 0.263 -0.988 1.570 0.536 -0.461
C -0.296 0.315 -0.027 1.079 0.702 -0.069
C -0.405 -0.450 1.309 0.714 -0.514 -2.225
H 2.637 0.618 -2.476 -1.562 -0.658 1.455
H -0.775 1.349 -0.040 0.546 -1.531 0.077
H -0.937 0.051 2.076 -0.687 0.449 0.412
H 0.335 -1.163 1.721 -0.292 0.565 -0.864
H -2.091 -0.505 0.130 0.431 -0.672 -0.174
N -1.128 -0.865 0.035 -0.935 0.799 1.549
```
Forces are in eV/Å.

Values from the calculation:
E_LUMO in eV: 1.0
Structure (SMILES): C#C[C@@H]1CN1
Energy in a.u.: -210.04046
Max |F| in Eh/bohr: 0.04652
Energy above the lowest of the compared OMol25 structures with the same formula, charge and spin in kJ/mol: 323.7
E_HOMO in hartree: -0.3561

Record 4
8 unconnected molecules or ions with the total composition C35H68N8O4P. Source: the Open Molecules 2025 dataset; level of theory: the ωB97M-V functional and the def2-TZVPD basis.

```
116
Properties=species:S:1:pos:R:3:forces:R:3
N 1.857 3.829 -2.591 1.313 0.168 0.667
C 2.425 2.455 -2.317 -0.689 -1.327 1.678
C 1.832 1.249 -3.250 0.608 -0.640 -0.301
C 1.153 1.716 -4.664 -0.362 -1.685 -0.589
C -0.463 1.292 -4.715 -0.136 0.745 -0.355
C -1.314 1.814 -3.414 1.061 0.122 -0.550
O -1.612 0.698 -2.489 0.497 3.393 -2.688
P -2.591 1.459 -1.253 -0.037 -0.125 2.117
O -3.462 2.480 -2.413 1.252 0.473 -2.603
C -2.701 2.682 -3.687 0.135 -1.459 1.220
C -2.208 4.205 -4.069 -0.124 -0.419 -0.341
O -3.339 5.170 -3.937 0.263 -4.502 0.332
O -2.838 6.395 -4.039 2.078 4.134 0.626
H 2.537 4.501 -2.150 -1.199 -0.771 -0.605
H 0.932 3.988 -2.135 1.120 -0.548 -0.305
H 3.603 2.420 -2.351 -2.354 0.483 -0.185
H 2.116 2.189 -1.194 0.881 0.209 -2.226
H 1.082 0.559 -2.629 1.394 1.772 -1.364
H 2.750 0.532 -3.508 -2.122 1.804 0.564
H 1.347 2.826 -4.976 -0.537 -2.037 1.002
H 1.657 1.046 -5.514 -0.996 1.493 1.685
H -0.618 0.131 -4.807 0.486 2.243 0.211
H -0.876 1.799 -5.700 0.571 -1.072 1.877
H -0.609 2.613 -2.912 -1.201 -1.654 -0.616
H -1.672 0.787 -0.334 -0.684 -0.413 0.466
H -3.497 0.311 -1.395 0.014 0.316 -0.140
H -3.408 1.989 -0.159 -0.021 -0.192 -0.295
H -1.752 2.610 -1.026 0.578 0.075 -0.552
H -3.383 2.173 -4.504 1.550 1.351 1.137
H -1.785 4.214 -5.185 -1.022 -0.009 2.228
H -1.346 4.625 -3.398 -1.578 -1.068 -0.888
H -2.377 6.642 -3.169 -0.979 -0.851 -1.297
C -0.991 0.368 3.058 0.023 0.092 -0.038
C -2.029 0.004 4.114 0.301 0.305 0.041
C -2.951 -1.135 3.674 -0.507 0.629 -0.821
C -3.711 -0.726 2.423 -4.385 1.944 -6.957
N -4.342 -0.386 1.385 4.949 -2.729 8.279
H -1.460 0.733 2.139 0.046 -0.079 0.028
H -0.337 1.165 3.426 -0.042 -0.136 -0.059
H -0.366 -0.497 2.807 -0.065 0.118 0.042
H -2.624 0.895 4.349 -0.052 -0.175 -0.037
H -1.511 -0.289 5.034 -0.282 -0.057 -0.212
H -3.667 -1.367 4.470 -0.082 -0.038 -0.294
H -2.371 -2.040 3.464 -0.131 0.134 -0.125
C 4.172 -4.194 -4.152 0.077 -0.110 -0.089
C 3.573 -4.299 -2.753 0.202 -0.175 -0.246
C 2.700 -3.097 -2.387 0.748 0.816 -0.006
C 3.534 -1.826 -2.422 4.461 7.118 -0.031
N 4.227 -0.773 -2.451 -5.191 -8.545 0.338
H 4.839 -3.330 -4.243 -0.112 -0.048 0.003
H 4.763 -5.086 -4.380 -0.075 0.120 -0.019
H 3.385 -4.102 -4.910 0.117 0.011 0.118
H 4.388 -4.402 -2.026 -0.237 0.014 0.006
H 2.970 -5.211 -2.692 -0.032 0.206 0.103
H 2.284 -3.226 -1.383 0.027 0.266 -0.163
H 1.866 -2.999 -3.090 0.099 0.129 0.139
C -9.799 -0.875 2.349 -0.138 0.062 0.037
C -8.411 -0.378 1.960 -0.325 0.155 0.154
C -7.437 -1.515 1.649 0.070 -0.386 0.974
C -7.268 -2.396 2.876 1.157 -5.034 6.593
N -7.127 -3.127 3.894 -1.127 5.789 -7.971
H -9.772 -1.473 3.266 0.043 0.005 -0.131
H -10.468 -0.029 2.534 0.043 -0.115 -0.065
H -10.235 -1.487 1.551 0.028 0.062 0.117
H -8.014 0.240 2.775 0.067 -0.102 -0.209
H -8.499 0.269 1.079 0.194 -0.130 0.087
H -6.462 -1.107 1.362 -0.033 -0.218 0.158
H -7.808 -2.124 0.817 0.039 -0.078 0.225
C 1.279 1.874 8.279 0.086 0.114 0.000
C -0.095 1.255 8.519 0.096 0.405 -0.054
C -0.101 -0.265 8.347 0.174 -0.023 -1.117
C 0.309 -0.623 6.928 2.359 -2.351 -7.816
N 0.649 -0.920 5.750 -2.565 2.361 9.463
H 1.622 1.711 7.253 -0.057 -0.052 0.131
H 1.242 2.956 8.441 0.027 -0.158 0.011
H 2.024 1.452 8.964 -0.067 0.063 -0.099
H -0.814 1.711 7.827 0.041 -0.171 0.136
H -0.424 1.502 9.534 -0.047 -0.158 -0.113
H -1.103 -0.661 8.543 0.183 -0.085 -0.187
H 0.593 -0.735 9.052 -0.025 -0.019 -0.239
C -4.400 -3.278 -3.175 -0.106 0.143 -0.084
C -4.119 -4.033 -1.879 -0.270 -0.090 -0.330
C -2.809 -3.607 -1.214 0.679 -0.268 -0.746
C -1.645 -3.881 -2.151 6.692 -1.372 -4.992
N -0.678 -4.108 -2.929 -7.614 1.710 6.149
H -3.631 -3.472 -3.930 -0.025 0.054 0.137
H -5.358 -3.594 -3.599 0.084 0.047 0.063
H -4.445 -2.197 -2.998 0.060 -0.147 -0.042
H -4.095 -5.108 -2.093 0.040 0.101 0.146
H -4.947 -3.861 -1.182 0.215 -0.005 0.052
H -2.661 -4.166 -0.284 0.203 0.064 -0.183
H -2.831 -2.539 -0.969 0.171 -0.022 -0.152
C 4.159 5.227 2.170 0.030 0.140 0.042
C 4.319 3.748 2.507 0.053 0.295 0.191
C 3.657 2.829 1.480 -1.095 0.273 0.195
C 2.165 3.115 1.421 -8.343 1.362 -0.553
N 0.928 3.352 1.372 9.845 -1.784 0.494
H 3.107 5.530 2.167 0.111 -0.108 -0.067
H 4.672 5.845 2.914 -0.020 -0.054 -0.122
H 4.587 5.454 1.186 -0.076 -0.006 0.123
H 3.894 3.563 3.501 0.063 -0.088 -0.173
H 5.387 3.511 2.565 -0.134 -0.107 -0.044
H 3.811 1.781 1.759 -0.216 0.116 -0.146
H 4.093 2.983 0.487 -0.238 -0.031 0.055
C 8.779 -1.725 -1.861 0.088 0.078 0.026
C 7.405 -2.343 -1.621 0.074 0.438 -0.135
C 7.399 -3.863 -1.793 0.237 -0.004 -1.079
C 7.809 -4.221 -3.212 2.246 -2.327 -7.868
N 8.149 -4.518 -4.389 -2.687 2.398 9.354
H 9.122 -1.888 -2.887 -0.047 -0.052 0.125
H 8.742 -0.643 -1.699 0.008 -0.160 0.011
H 9.524 -2.147 -1.176 -0.037 0.063 -0.095
H 6.686 -1.888 -2.313 0.017 -0.160 0.217
H 7.076 -2.096 -0.605 -0.075 -0.150 -0.137
H 6.397 -4.259 -1.597 0.235 -0.064 -0.187
H 8.093 -4.333 -1.088 -0.015 -0.040 -0.239
```
Forces are in eV/Å.

Values from the calculation:
E_LUMO in eV: 1.8
Energy in a.u.: -2454.28669
Max |F| in Eh/bohr: 0.19612
Energy above the lowest of the compared OMol25 structures with the same formula, charge and spin in kJ/mol: 813.9
E_HOMO in hartree: -0.1370
Charge: -1

Question: Which of these has the highest max |F|?
Answer: C35H68N8O4P